1) The ion C4H5N2 with charge +1. Source: the OMol25 dataset; level of theory: ωB97M-V/def2-TZVPD.

Atoms and positions in Å:
C1 -1.37139 0.23846 -0.33913
C2 0.19524 0.66570 1.32649
C3 -0.00862 -0.06446 -0.02561
C4 0.97322 -0.72500 -0.78995
N1 -1.72933 1.09221 0.51816
N2 -0.98584 1.11098 1.59966
H1 -2.04566 0.07969 -1.21732
H2 0.97003 0.80201 1.98013
H3 1.30552 -1.66721 -0.40329
H4 1.90697 -0.28470 -0.92532
H5 0.78986 -1.24769 -1.72382

Calculated values
SMILES: CC1=CN=[N+]=C1
Lowest unoccupied orbital energy (alpha / beta): -8.682 / -8.696 eV
M: 81.098 Da
Total charge: +1

natural (NBO) atomic charge list, values in e, 6 entries: number 1, C, carries -0.06; number 2, C, carries 0.04; number 3, C, carries 0.31; number 4, C, carries -0.78; number 5, N, carries 0.04; number 6, N, carries -0.07

***

2) The ion C4H5N2 with charge +1. Source: the OMol25 dataset; level of theory: ωB97M-V/def2-TZVPD.

Atoms and positions in Å:
C1 -0.59159 0.92735 -1.09240
C2 -0.51777 -0.52861 -1.44391
C3 -0.20186 1.00683 0.16809
C4 0.25585 -0.32538 0.51151
N1 0.01202 -1.24816 -0.50316
N2 0.80648 -0.65418 1.62411
H1 -0.92266 1.60503 -1.79677
H2 -0.87172 -0.98048 -2.39191
H3 -0.01974 1.60838 0.92996
H4 1.24752 -1.63167 1.83630
H5 0.80346 0.22088 2.15817

Calculated values
SMILES: [NH2+]=C1C=CC=N1
Lowest unoccupied orbital energy: -6.789 eV
M: 81.098 Da
Total charge: +1

natural (NBO) atomic charge list, values in e, 6 entries: number 1, C, carries -0.11; number 2, C, carries 0.22; number 3, C, carries -0.26; number 4, C, carries 0.54; number 5, N, carries -0.46; number 6, N, carries -0.60

***

Stability, highest: 2)

***

1) The ion C5H12O with charge +1. Source: the OMol25 dataset; level of theory: ωB97M-V/def2-TZVPD.

Atoms and positions in Å:
C1 1.06481 -1.33662 0.27702
O1 1.81514 -1.23526 1.39676
C2 -0.41310 -1.08986 0.36336
C3 -0.78090 0.32645 0.80508
C4 -0.18957 1.40519 -0.09860
C5 -0.47283 1.13640 -1.57716
H1 1.23104 -2.42418 0.00002
H2 1.61476 -0.87455 -0.59162
H3 1.42737 -0.56106 2.00450
H4 -0.75306 -1.86991 1.06235
H5 -0.88844 -1.29832 -0.59000
H6 -0.55546 0.47429 1.86252
H7 -1.86906 0.39258 0.78054
H8 0.89882 1.36093 0.04513
H9 -0.48919 2.40659 0.18074
H10 -0.27195 2.04046 -2.14943
H11 0.12993 0.32015 -1.97844
H12 -1.49830 0.82673 -1.79276

Calculated values
⟨S²⟩: 0.754
Lowest unoccupied orbital energy (alpha / beta): -3.487 / -10.001 eV
M: 88.150 Da
2S+1: 2
Total charge: +1

natural (NBO) atomic charge list, values in e, 6 entries: number 1, C, carries -0.11; number 2, O, carries -0.30; number 3, C, carries -0.46; number 4, C, carries -0.41; number 5, C, carries -0.40; number 6, C, carries -0.62

***

2) A cluster of 2 separate species, C5H12O in total. Source: the OMol25 dataset; level of theory: ωB97M-V/def2-TZVPD.

Atoms and positions in Å:
C1 -1.32742 -1.20927 -0.25468
C2 -1.88607 0.20725 -0.33456
C3 -2.01629 0.92519 1.01675
H1 -1.46245 -1.71509 -1.21077
H2 -0.25200 -1.23074 -0.04308
H3 -1.87160 -1.82498 0.45839
H4 -1.17550 0.81704 -0.88531
H5 -2.80992 0.16024 -0.90637
H6 -1.38586 1.81171 1.11443
H7 -1.78673 0.27133 1.86185
H8 -3.04506 1.21932 1.24620
C4 2.69960 -0.77738 0.28286
C5 2.88639 0.28651 -0.60004
O1 2.10259 1.30231 -0.53422
H9 3.28869 -1.68414 0.20349
H10 1.77588 -1.02192 0.80719
H11 3.76191 0.39820 -1.23030
H12 2.50384 2.06442 -0.99184

Calculated values
⟨S²⟩: 0.756
Lowest unoccupied orbital energy (alpha / beta): -5.230 / -8.797 eV
M: 88.150 Da
2S+1: 2
Total charge: +1

natural (NBO) atomic charge list, values in e, 6 entries: number 1, C, carries -0.59; number 2, C, carries -0.40; number 3, C, carries -0.62; number 4, H, carries 0.22; number 5, H, carries 0.15; number 6, H, carries 0.22

***

Stability, highest: 2)

***

1) The molecule C4H5NO2. Source: the OMol25 dataset; level of theory: ωB97M-V/def2-TZVPD.

Atoms and positions in Å:
O1 -2.15323 0.21425 1.06962
C1 -1.65844 -0.28788 0.09313
C2 -0.38297 0.23549 -0.56720
C3 0.55870 0.96600 0.40521
N1 1.56063 -0.04831 0.75382
C4 1.38238 -0.99896 -0.05603
O2 0.37380 -0.92164 -0.97102
H1 -2.08709 -1.18807 -0.40092
H2 -0.64053 0.80901 -1.46482
H3 1.06015 1.82711 -0.05224
H4 0.02231 1.30740 1.29339
H5 1.96431 -1.91437 -0.10294

Calculated values
SMILES: O=C[C@H]1CN=CO1
Lowest unoccupied orbital energy: 0.690 eV
M: 99.089 Da

natural (NBO) atomic charge list, values in e, 6 entries: number 1, O, carries -0.50; number 2, C, carries 0.42; number 3, C, carries -0.05; number 4, C, carries -0.28; number 5, N, carries -0.45; number 6, C, carries 0.37

***

2) The molecule C4H5NO2. Source: the OMol25 dataset; level of theory: ωB97M-V/def2-TZVPD.

Atoms and positions in Å:
O1 -2.84843 -0.06129 0.82711
C1 -1.81806 0.46579 0.49108
C2 -0.61498 -0.30350 0.04411
C3 0.19832 0.20559 -1.10960
N1 0.65919 0.37572 0.23643
C4 1.80869 -0.30546 0.64938
O2 2.75212 -0.52624 -0.06853
H1 -1.69932 1.56949 0.47148
H2 -0.67795 -1.38210 0.18005
H3 -0.11270 1.11155 -1.62650
H4 0.74230 -0.52848 -1.70588
H5 1.79137 -0.55985 1.72156

Calculated values
SMILES: O=C[C@H]1CN1C=O
Lowest unoccupied orbital energy: 0.562 eV
M: 99.089 Da

natural (NBO) atomic charge list, values in e, 6 entries: number 1, O, carries -0.50; number 2, C, carries 0.43; number 3, C, carries -0.18; number 4, C, carries -0.22; number 5, N, carries -0.44; number 6, C, carries 0.54

***

3) The molecule C4H5NO2. Source: the OMol25 dataset; level of theory: ωB97M-V/def2-TZVPD.

Atoms and positions in Å:
C1 -0.41411 -2.22363 -0.65290
O1 0.39093 -1.05707 -0.84395
C2 0.05526 -0.08546 -0.03769
N1 -0.91554 0.30722 0.63830
O2 0.15877 2.23238 2.11641
C3 0.64917 2.25311 1.01379
C4 0.26459 1.31050 -0.05099
H1 -0.20653 -2.59742 0.34931
H2 -1.48494 -2.00738 -0.75341
H3 -0.07734 -2.91701 -1.41879
H4 1.33053 3.06464 0.71051
H5 0.24921 1.72012 -1.07059

Calculated values
SMILES: COC1=N[C@H]1C=O
Lowest unoccupied orbital energy: 0.611 eV
M: 99.089 Da

natural (NBO) atomic charge list, values in e, 6 entries: number 1, C, carries -0.26; number 2, O, carries -0.46; number 3, C, carries 0.48; number 4, N, carries -0.32; number 5, O, carries -0.49; number 6, C, carries 0.39

***

4) The molecule C4H5NO2. Source: the OMol25 dataset; level of theory: ωB97M-V/def2-TZVPD.

Atoms and positions in Å:
O1 -1.33730 -0.07706 -1.62273
C1 -0.62204 -0.97951 -1.24697
C2 -0.00490 -0.96483 0.11427
C3 1.12630 -0.20192 0.71367
N1 -0.21414 0.29258 0.87097
C4 -0.39884 1.56142 0.22624
O2 0.53150 2.29259 -0.02151
H1 -0.53196 -1.90744 -1.84677
H2 -0.12307 -1.94408 0.59646
H3 1.80400 0.40490 0.12839
H4 1.50102 -0.62642 1.64157
H5 -1.43919 1.88524 0.10191

Calculated values
SMILES: O=C[C@H]1CN1C=O
Lowest unoccupied orbital energy: 0.375 eV
M: 99.089 Da

natural (NBO) atomic charge list, values in e, 6 entries: number 1, O, carries -0.50; number 2, C, carries 0.41; number 3, C, carries -0.19; number 4, C, carries -0.22; number 5, N, carries -0.44; number 6, C, carries 0.54

***

Stability, highest: 1)

***

1) The molecule C4H5NO2. Source: the OMol25 dataset; level of theory: ωB97M-V/def2-TZVPD.

Atoms and positions in Å:
O1 0.44890 0.47459 2.09943
C1 1.03551 0.58668 1.05298
C2 0.65090 -0.15683 -0.19608
C3 -0.39521 -1.25026 -0.04891
N1 -1.57329 -0.64519 -0.68986
C4 -1.35143 0.55334 -1.02697
O2 -0.14103 1.11793 -0.85880
H1 1.81800 1.34152 0.87297
H2 1.46057 -0.38500 -0.89467
H3 -0.15999 -2.20267 -0.55365
H4 -0.63162 -1.48506 1.00356
H5 -2.18199 1.10170 -1.47264

Calculated values
SMILES: O=C[C@H]1CN=CO1
Lowest unoccupied orbital energy: 0.327 eV
M: 99.089 Da

natural (NBO) atomic charge list, values in e, 6 entries: number 1, O, carries -0.49; number 2, C, carries 0.42; number 3, C, carries -0.02; number 4, C, carries -0.30; number 5, N, carries -0.47; number 6, C, carries 0.37

***

2) The molecule C4H5NO2. Source: the OMol25 dataset; level of theory: ωB97M-V/def2-TZVPD.

Atoms and positions in Å:
C1 1.79219 1.16296 -0.26697
O1 1.89458 -0.22536 -0.05765
C2 0.01146 -0.91445 0.48549
N1 1.09826 -0.74696 1.04042
O2 -2.47391 0.00881 1.36882
C3 -2.34546 -0.48112 0.26852
C4 -1.08256 -1.03902 -0.23400
H1 0.74746 1.49824 -0.34197
H2 2.32592 1.70129 0.51806
H3 2.28817 1.29544 -1.23144
H4 -3.20629 -0.62368 -0.40894
H5 -1.04981 -1.63614 -1.14034

Calculated values
SMILES: CON=C=CC=O
Lowest unoccupied orbital energy: -0.539 eV
M: 99.089 Da

natural (NBO) atomic charge list, values in e, 6 entries: number 1, C, carries -0.26; number 2, O, carries -0.38; number 3, C, carries 0.50; number 4, N, carries -0.17; number 5, O, carries -0.52; number 6, C, carries 0.40

***

Stability, highest: 1)

***

1) The molecule C4H5NO2. Source: the OMol25 dataset; level of theory: ωB97M-V/def2-TZVPD.

Atoms and positions in Å:
O1 2.19458 -1.03573 1.15929
C1 1.20046 -0.40685 0.75768
N1 0.03133 -0.97692 0.36107
C2 -0.84030 -0.41430 -0.64375
C3 -1.33079 0.97688 -0.31941
O2 -0.84386 1.68402 0.52682
C4 1.61771 0.92632 0.97655
H1 0.04127 -1.98460 0.44281
H2 -1.70901 -1.06948 -0.76737
H3 -0.36343 -0.34868 -1.63834
H4 -2.16472 1.33248 -0.95900
H5 2.16675 1.31686 0.10365

Calculated values
Lowest unoccupied orbital energy: 0.189 eV
M: 99.089 Da

natural (NBO) atomic charge list, values in e, 6 entries: number 1, O, carries -0.56; number 2, C, carries 0.48; number 3, N, carries -0.61; number 4, C, carries -0.33; number 5, C, carries 0.43; number 6, O, carries -0.48

***

2) The molecule C4H5NO2. Source: the OMol25 dataset; level of theory: ωB97M-V/def2-TZVPD.

Atoms and positions in Å:
O1 -2.58262 -1.77217 -0.56968
C1 -1.42903 -1.60402 -0.87135
C2 -0.58321 -0.49526 -0.31334
O2 0.65674 -0.88123 0.08289
N1 -0.89962 0.73151 -0.26829
C3 0.32296 1.41400 0.19417
C4 1.19796 0.28158 0.74578
H1 -0.89661 -2.24105 -1.61150
H2 0.08505 2.17496 0.94294
H3 0.80201 1.89881 -0.66703
H4 2.26548 0.34835 0.50915
H5 1.06088 0.14453 1.82625

Calculated values
SMILES: O=CC1=NCCO1
Lowest unoccupied orbital energy: 0.340 eV
M: 99.089 Da

natural (NBO) atomic charge list, values in e, 6 entries: number 1, O, carries -0.45; number 2, C, carries 0.39; number 3, C, carries 0.42; number 4, O, carries -0.49; number 5, N, carries -0.41; number 6, C, carries -0.28

***

Stability, highest: 2)

***

1) The molecule C4H5NO2. Source: the OMol25 dataset; level of theory: ωB97M-V/def2-TZVPD.

Atoms and positions in Å:
C1 -0.83073 -0.68499 -0.94509
C2 0.34931 -1.22687 -0.23696
C3 0.74732 -0.18118 0.69726
C4 0.43325 1.29985 0.18600
H1 -1.15310 -1.44518 -1.78236
H2 1.68870 -0.39579 1.34280
H3 1.04624 2.22044 0.32112
H4 -0.00592 1.39848 -0.86570
H5 -1.21075 0.43078 1.03143
N1 -0.31957 0.60226 1.36233
O1 -1.53873 0.27733 -0.88903
O2 0.79398 -2.29513 -0.22181

Calculated values
SMILES: O=CC(=O)[C@H]1CN1
Lowest unoccupied orbital energy: -1.045 eV
M: 99.089 Da

natural (NBO) atomic charge list, values in e, 6 entries: number 1, C, carries 0.35; number 2, C, carries 0.44; number 3, C, carries -0.19; number 4, C, carries -0.27; number 5, H, carries 0.11; number 6, H, carries 0.23

***

2) The molecule C4H5NO2. Source: the OMol25 dataset; level of theory: ωB97M-V/def2-TZVPD.

Atoms and positions in Å:
O1 -1.98927 1.17189 0.76644
C1 -0.95348 1.26008 0.14591
C2 -0.63982 0.05208 -0.72594
C3 0.64633 -0.54174 -1.08858
N1 -0.08529 -1.05386 0.09641
C4 0.65647 -0.60569 1.22543
O2 1.26676 0.43720 1.26903
H1 -0.26675 2.10767 0.28761
H2 -1.50112 -0.21652 -1.32669
H3 1.53937 0.05679 -0.93395
H4 0.71149 -1.34953 -1.80269
H5 0.71591 -1.36874 2.00295

Calculated values
SMILES: O=C[C@H]1CN1C=O
Lowest unoccupied orbital energy: 0.409 eV
M: 99.089 Da

natural (NBO) atomic charge list, values in e, 6 entries: number 1, O, carries -0.51; number 2, C, carries 0.41; number 3, C, carries -0.17; number 4, C, carries -0.25; number 5, N, carries -0.46; number 6, C, carries 0.55

***

3) The molecule C4H5NO2. Source: the OMol25 dataset; level of theory: ωB97M-V/def2-TZVPD.

Atoms and positions in Å:
N1 2.55635 -1.02869 0.53552
C1 1.37596 -0.40066 0.38869
C2 0.32317 0.17733 0.23323
C3 -0.91298 0.85634 -0.15499
O1 -1.88190 0.94744 0.87565
C4 -1.52810 0.07541 -1.32177
O2 -1.29613 0.30238 -2.47894
H1 2.52140 -2.02524 0.69570
H2 3.25773 -0.55123 1.08335
H3 -0.67750 1.86305 -0.52293
H4 -1.52215 0.51595 1.65883
H5 -2.21588 -0.73207 -0.99232

Calculated values
SMILES: NC#C[C@H](O)C=O
Lowest unoccupied orbital energy: 0.584 eV
M: 99.089 Da

natural (NBO) atomic charge list, values in e, 6 entries: number 1, N, carries -0.83; number 2, C, carries 0.22; number 3, C, carries -0.18; number 4, C, carries -0.06; number 5, O, carries -0.70; number 6, C, carries 0.44

***

4) A structure of composition C4H5NO2. Source: the OMol25 dataset; level of theory: ωB97M-V/def2-TZVPD.

Atoms and positions in Å:
C1 -0.52857 1.52488 0.08356
C2 -0.25806 0.02062 0.07189
C3 0.18639 -1.85176 -0.77920
C4 0.54939 -1.80626 0.51125
H1 0.56742 3.10822 0.16333
H2 -0.84826 1.58950 -0.94587
H3 -1.33694 1.72504 0.88620
H4 -0.02813 -2.76092 -1.28968
H5 0.96782 -2.55326 1.20923
N1 -0.35296 -0.62479 -1.08586
O1 0.69537 2.18238 0.18923
O2 0.38652 -0.55368 0.98591

Calculated values
Lowest unoccupied orbital energy: 0.899 eV
M: 99.089 Da

natural (NBO) atomic charge list, values in e, 6 entries: number 1, C, carries -0.12; number 2, C, carries 0.47; number 3, C, carries -0.12; number 4, C, carries 0.03; number 5, H, carries 0.47; number 6, H, carries 0.20

***

Stability, highest: 4)